DFT (ωB97M-V/def2-TZVPD) results for C2H4AgLiO4 as an isolated structure at a distorted geometry.

Structure (XYZ):
```
12
Properties=species:S:1:pos:R:3:forces:R:3
O 2.913321 -1.195319 -0.308672 0.031 -0.020 0.192
C 2.683665 -2.020548 0.511688 0.115 -0.464 -0.249
H 3.442898 -2.817926 0.737410 0.211 -0.093 0.165
H 1.672896 -2.069659 1.001732 0.520 -0.087 0.012
Ag -0.434260 3.891904 -0.614106 0.508 1.949 0.624
Li -1.470505 1.474624 -3.280680 -0.366 -0.258 -1.580
O -1.083398 2.145950 -1.441522 -2.029 -2.971 2.317
C -1.500774 -0.215094 1.035012 -1.055 -0.267 0.705
O -0.883617 0.278449 0.103520 0.472 0.807 -0.828
O -1.830147 1.406346 -0.624103 1.810 1.623 -1.700
H -0.973641 -0.974514 1.630196 -0.075 -0.095 0.082
H -2.536442 0.095783 1.249527 -0.141 -0.125 0.260
```
Positions in Å, forces in eV/Å.

Values from the calculation:
Kohn-Sham gap (spin up / spin down) (eV): 9.15 / 8.24
Charge: +4
2S+1: 3
F_max (hartree/bohr): 0.0832